(1)
14
Properties=species:S:1:pos:R:3:nbo_charge:R:1 method="wB97M-V/def2-TZVPD" e_tot_ha=-303.8087 lumo_ev=0.89 relative_energy_kj_mol=219.0 gap_ev=10.3 smiles="C=NC.NC=O" homo_ha=-0.3474
C 1.95516 0.91249 -0.27162 -0.049
N 0.77439 0.57112 -0.56881 -0.419
C 0.55756 -0.33016 -1.72207 -0.445
H 2.17603 1.92466 0.07746 0.167
H 2.88802 0.38446 -0.49048 0.134
H 1.39276 -0.34538 -2.41979 0.181
H -0.31330 0.07171 -2.23136 0.218
H 0.40718 -1.33559 -1.31916 0.217
N -1.04518 -0.09173 1.78917 -0.816
C -2.19173 -0.65809 1.33054 0.522
O -2.19440 -1.51121 0.46800 -0.610
H -1.17277 0.78482 2.27504 0.379
H -0.12822 -0.21408 1.39300 0.413
H -3.10550 -0.16300 1.69009 0.108

=====

(2)
14
Properties=species:S:1:pos:R:3:nbo_charge:R:1 method="wB97M-V/def2-TZVPD" e_tot_ha=-303.7181 lumo_ev=0.80 relative_energy_kj_mol=457.0 gap_ev=9.0 homo_ha=-0.3003
H -0.32894 -0.24537 3.33601 0.289
N -0.20223 -0.81119 2.48178 -0.306
N -0.94622 -0.78208 1.50914 -0.281
H -1.75643 -0.22610 1.48577 0.295
C 1.05492 1.19741 -0.17989 -0.642
C 0.53295 -0.06541 -0.76205 -0.331
C -0.49274 -0.20000 -1.63665 0.156
O -0.96210 -1.35327 -2.17800 -0.672
H 0.21404 1.89782 0.09646 0.202
H 1.55792 1.03662 0.72693 0.214
H 1.74677 1.99363 -0.73844 0.214
H 1.08903 -0.92347 -0.34908 0.209
H -1.16925 0.60985 -2.01948 0.177
H -0.33771 -2.12845 -1.77250 0.476